Entry 1:
# C11H5MnN2O5

C11H5MnN2O5 as an isolated structure at a distorted geometry (ωB97M-V/def2-TZVPD, the OMol25 dataset).

XYZ file:
```
24
Properties=species:S:1:pos:R:3:forces:R:3:mulliken_charge:R:1
O 0.507407 2.304777 -4.753662 1.59 -2.28 -0.37 -0.1521
C 1.156130 1.370051 -4.912518 -1.59 2.28 0.39 0.1570
Mn 0.337583 0.098698 -0.143553 3.41 -0.41 1.11 -0.2484
O -2.408434 0.834864 0.657700 4.13 -1.39 -0.66 -0.2606
C -1.323450 0.461096 0.443679 -7.73 2.09 1.24 0.4911
C 0.218949 -1.440877 2.294318 -3.13 0.87 1.03 0.1291
O -0.883882 -1.152595 2.684422 0.64 0.01 -0.64 -0.3283
C 1.362638 -1.975610 2.535049 3.35 -1.26 -1.16 0.5948
O 2.441851 -2.384370 2.308330 -0.78 0.23 0.73 -0.2983
C -0.163636 -1.446701 -0.976010 -4.16 -4.91 -4.27 0.5762
O -0.880359 -2.179323 -1.562301 3.56 2.97 2.73 -0.2626
H -0.257278 0.804664 -1.295843 -0.43 0.07 -0.70 0.1206
N 2.944654 6.175970 2.988704 -1.43 -2.79 -1.18 -0.3692
C 2.453717 5.188563 2.578992 1.28 2.57 1.21 -0.2126
C 1.899204 3.953887 2.083789 -0.01 -0.17 -0.20 0.7904
C 1.052667 3.951294 0.973804 -0.23 -0.28 -0.29 -0.7499
C 0.619876 2.733058 0.469143 0.68 0.17 0.54 0.1023
N 1.027738 1.560425 1.007520 0.68 0.90 0.71 -0.0200
C 1.786692 1.546719 2.125598 -0.06 0.62 -0.43 0.1388
C 2.239353 2.737891 2.680868 0.14 -0.27 0.27 -0.6477
H 0.735740 4.863503 0.485004 0.09 0.02 0.13 0.4833
H -0.033842 2.642984 -0.401762 0.24 0.41 0.34 0.3293
H 2.039345 0.572099 2.559996 -0.03 0.55 -0.27 0.1600
H 2.875181 2.719516 3.565507 -0.19 0.00 -0.25 0.4767
```
Positions in Å, forces in eV/Å.

Values from the calculation:
E_tot = -2058.3857 a.u.
spin multiplicity = 6
ΔE to the lowest compared entry with this formula, charge and spin = 11.4 kcal/mol
⟨S²⟩ = 8.85
charge = +1

***

Entry 2:
# C11H70NO23

C11H70NO23 as an isolated structure at a distorted geometry (ωB97M-V/def2-TZVPD, the OMol25 dataset).

XYZ file:
```
105
Properties=species:S:1:pos:R:3:forces:R:3:mulliken_charge:R:1
C 3.531362 -1.359095 2.347867 -2.54 0.43 -2.25 -0.8786
C 2.092362 -1.267095 2.887867 -0.44 -1.61 -2.82 -0.8262
C 1.011362 -1.268095 1.725867 -2.00 0.80 1.00 -0.0575
C 0.863362 0.065905 0.897867 -0.40 1.31 3.12 -1.0924
N -0.140638 0.188905 -0.239133 -2.42 -0.92 3.56 1.9152
C -1.456638 -0.460095 0.212867 0.34 -1.23 0.18 0.0809
C -2.130638 -0.723095 -1.164133 4.19 -7.63 3.91 -1.1859
C -1.050638 -0.804095 -2.179133 1.22 -4.68 3.12 -1.1657
C 0.228362 -0.674095 -1.348133 3.70 -0.04 -3.63 -0.0854
C -0.572638 1.633905 -0.467133 2.98 -1.18 -6.10 -1.8509
C 0.636362 2.476905 -1.079133 -3.91 -0.45 1.35 0.2780
C -0.007638 3.805905 -1.634133 -0.32 0.16 3.81 -1.0007
H 3.724362 -0.336095 2.031867 0.97 -0.20 -0.09 0.3353
H 3.641362 -2.083095 1.469867 -0.29 0.99 1.16 0.0691
H 4.080362 -1.724095 3.130867 2.07 -0.51 1.62 0.2979
H 1.930362 -0.465095 3.545867 -0.02 1.43 0.53 0.3277
H 1.859362 -2.135095 3.480867 -0.13 -0.66 0.10 0.4495
H 0.016362 -1.374095 2.313867 1.36 0.10 -1.04 0.1990
H 1.056362 -2.138095 1.068867 0.40 -0.11 0.18 -0.0542
H 1.689362 0.474905 0.439867 2.70 -0.06 -0.93 1.4318
H 0.718362 0.863905 1.739867 -0.41 -1.36 -1.94 -0.1873
H -1.962638 0.240905 0.933867 0.72 -1.01 -0.97 0.4862
H -1.190638 -1.484095 0.702867 -0.60 2.02 -0.75 -0.0087
H -2.700638 -0.053095 -1.428133 -6.41 6.60 -2.18 1.0234
H -2.618638 -1.736095 -1.150133 -0.01 1.23 0.31 0.0425
H -1.099638 -0.068095 -2.804133 -0.29 4.55 -3.78 0.8977
H -1.202638 -1.723095 -2.753133 0.87 0.02 0.16 0.3217
H 1.026362 -0.003095 -2.075133 -1.72 -2.36 2.35 -0.1986
H 0.711362 -1.724095 -0.978133 -1.16 2.72 -0.83 -0.1860
H -0.746638 2.096905 0.383867 -1.25 1.45 4.33 0.4004
H -1.413638 1.740905 -1.161133 -0.02 -0.72 0.31 0.6360
H 0.957362 1.996905 -1.973133 1.29 -0.82 -0.06 0.2531
H 1.155362 2.457905 -0.082133 1.18 1.09 -1.90 0.0737
H -1.014638 3.742905 -2.220133 2.37 0.12 1.09 -0.1046
H 0.823362 4.296905 -2.014133 0.98 0.92 -2.45 0.6220
H 0.003362 4.513905 -0.726133 -1.43 -1.01 -0.98 0.1505
O -3.975638 -0.254095 1.353867 2.65 3.56 -0.64 -0.5086
H -4.286638 0.030905 0.496867 0.62 1.14 -0.97 0.1020
H -4.581638 -0.889095 1.406867 -3.84 -4.79 1.67 0.2987
O 2.086362 -4.861095 1.810867 -3.05 0.00 0.03 -0.7104
H 1.994362 -5.784095 1.510867 0.46 0.32 0.12 0.3073
H 1.077362 -4.638095 1.933867 2.43 -0.20 -0.10 0.3602
O -1.444638 5.896905 1.172867 -0.86 -1.20 0.91 -0.6091
H -1.480638 5.997905 0.231867 -0.01 0.52 -1.10 0.3398
H -0.739638 6.428905 1.492867 0.86 0.74 0.26 0.3158
O -2.952638 0.398905 -5.267133 -0.30 4.39 -1.12 -0.5872
H -2.179638 0.384905 -5.812133 0.77 0.65 -0.86 0.3156
H -2.923638 -0.439095 -4.982133 -0.44 -5.04 2.06 0.2545
O -2.756638 -0.144095 3.923867 -1.07 1.54 -2.01 -0.7112
H -3.383638 0.612905 3.690867 0.78 -1.39 0.95 0.3342
H -2.762638 -0.560095 3.025867 0.11 -0.08 1.02 0.3676
O -0.612638 1.477905 3.070867 -9.67 -2.34 -5.43 -0.5076
H -1.479638 1.067905 3.304867 0.28 -1.16 0.16 0.2421
H -0.945638 2.349905 3.062867 -0.30 2.58 -0.73 0.4477
O -5.079638 -0.527095 -1.562133 0.16 -1.37 1.76 -0.6144
H -5.334638 -0.003095 -2.290133 -0.72 1.06 -1.36 0.2721
H -5.885638 -0.900095 -1.167133 0.04 0.43 -0.37 0.3254
O 5.897362 -2.686095 4.543867 1.78 -3.29 -2.36 -0.6274
H 5.725362 -3.423095 5.119867 -0.44 0.52 0.73 0.3088
H 5.632362 -1.847095 4.747867 -1.29 2.77 1.69 0.2992
O -0.783638 4.150905 -4.715133 -1.18 0.54 3.06 -0.5253
H -1.645638 3.730905 -4.704133 0.03 -0.08 -0.37 0.2761
H -0.412638 4.005905 -5.534133 1.13 -0.52 -2.91 0.2670
O 2.422362 -3.842095 -0.779133 -0.95 -0.13 -0.36 -0.5677
H 3.170362 -3.284095 -0.978133 0.35 -0.04 0.46 0.2572
H 2.332362 -4.040095 0.172867 0.63 0.15 -0.05 0.3098
O 4.102362 1.619905 0.424867 2.50 -0.76 -6.56 -0.6422
H 4.153362 2.135905 -0.517133 -0.51 -1.58 3.92 0.3284
H 3.563362 2.060905 0.997867 -2.35 2.72 2.56 0.2360
O 2.751362 3.332905 2.295867 2.33 2.50 -3.00 -0.5774
H 2.809362 4.258905 2.585867 -0.06 -0.73 -0.07 0.2717
H 2.237362 2.869905 2.877867 -2.45 -2.08 3.16 0.3266
O 3.281362 -0.552095 -3.373133 -1.14 1.72 -2.64 -0.6436
H 3.996362 -0.002095 -3.729133 -0.28 -0.38 0.17 0.2954
H 3.586362 -0.966095 -2.623133 1.48 -1.32 2.72 0.2553
O 0.779362 -0.038095 6.194867 -5.87 0.38 -5.49 -0.5434
H 1.332362 -0.255095 6.816867 4.99 -1.76 5.54 0.2275
H 0.174362 -0.823095 6.108867 0.86 1.27 0.05 0.2932
O -2.274638 -4.266095 -2.928133 -0.05 0.71 0.20 -0.5946
H -2.289638 -4.647095 -3.800133 -0.25 -0.19 -0.30 0.2347
H -3.101638 -3.802095 -2.721133 -0.40 -0.16 -0.83 0.3931
O -0.657638 -4.789095 -1.105133 0.98 1.11 -1.29 -0.7919
H -1.449638 -4.312095 -1.612133 3.06 -1.85 0.63 0.3921
H 0.218362 -4.782095 -1.676133 -2.87 0.46 1.53 0.2792
O -0.895638 -4.375095 1.659867 0.42 5.51 2.96 -0.5873
H -0.660638 -4.439095 0.796867 0.94 -0.56 -4.96 0.4136
H -1.090638 -5.179095 1.963867 -1.37 -5.00 1.77 0.2897
O -1.873638 6.382905 -1.638133 1.68 0.21 1.18 -0.6450
H -2.077638 7.147905 -2.158133 -0.59 0.14 -0.50 0.2742
H -2.430638 5.635905 -1.786133 -1.14 -0.23 -0.60 0.3857
O 1.081362 1.794905 4.004867 4.97 1.72 2.07 -0.9104
H 1.226362 1.221905 4.739867 0.81 -0.41 1.11 0.0596
H 0.078362 1.666905 3.837867 3.74 0.16 3.08 0.5575
O -3.917638 4.517905 -2.325133 7.77 1.12 -3.39 -0.6406
H -4.677638 4.111905 -2.205133 -5.81 -3.07 0.89 0.2712
H -3.397638 3.966905 -3.057133 -1.99 1.82 2.42 0.2839
O -4.685638 -3.236095 -2.522133 -0.33 2.27 -0.97 -0.7132
H -4.819638 -2.264095 -2.365133 0.32 -0.52 -1.12 0.3630
H -4.741638 -3.424095 -1.617133 -0.19 -1.69 2.33 0.3297
O 1.285362 -2.718095 -3.606133 1.54 1.07 3.17 -0.5673
H 0.812362 -3.005095 -4.374133 0.41 1.16 -1.00 0.2475
H 1.864362 -1.886095 -3.380133 -2.04 -2.21 -2.49 0.3602
O 6.544362 0.459905 0.171867 -1.25 0.24 -0.35 -0.5976
H 5.619362 0.768905 0.289867 0.49 0.05 1.47 0.3931
H 6.405362 0.400905 -0.769133 1.14 -0.47 -1.02 0.2515
```
Positions in Å, forces in eV/Å.

Values from the calculation:
E_tot = -2245.7406 a.u.
spin multiplicity = 1
ΔE to the lowest compared entry with this formula, charge and spin = 74.6 kcal/mol
charge = +1

***

Entry 3:
# C11H7F5N9O2Ru

C11H7F5N9O2Ru as an isolated structure (ωB97M-V/def2-TZVPD, the OMol25 dataset).

XYZ file:
```
35
Properties=species:S:1:pos:R:3:forces:R:3:mulliken_charge:R:1
Ru 0.856455 1.131822 -0.326504 -0.01 0.00 -0.13 0.6576
N -0.940179 4.009833 0.005896 -0.02 0.00 0.01 -0.1503
C 0.430373 4.098672 0.217542 0.04 -0.01 -0.02 0.4158
N 1.033192 5.239252 0.508630 -0.03 0.00 0.01 -0.5382
N 2.328018 4.887764 0.671415 0.01 0.01 -0.01 -0.6161
N 2.481463 3.621834 0.482798 0.02 -0.02 0.00 -0.5164
N 1.279355 3.074330 0.191825 -0.04 0.03 0.07 0.3431
C -1.528890 2.997519 -0.728261 0.00 0.00 -0.07 0.4136
N -2.747828 3.081654 -1.250298 0.00 0.03 0.06 -0.5101
N -2.943983 1.881640 -1.824824 0.04 0.01 -0.01 -0.7895
N -1.903413 1.132435 -1.662845 0.02 -0.06 -0.02 -0.2754
N -0.970310 1.817055 -0.962687 -0.02 0.04 0.07 0.1770
H -1.398331 4.901227 -0.076021 0.01 0.00 0.00 0.2982
C -2.288984 -3.150922 1.335232 0.00 -0.03 -0.04 -0.4346
C -1.832230 -1.901489 1.736475 0.02 0.02 -0.01 -0.7580
C -0.993468 -1.159632 0.922266 -0.06 0.01 0.01 -0.1409
C -0.608202 -1.689348 -0.294987 -0.06 -0.04 -0.06 0.5201
C -1.041069 -2.938990 -0.708658 0.07 0.03 -0.04 -0.3512
C -1.892586 -3.666412 0.110113 -0.04 -0.01 0.05 -0.5119
H -2.947642 -3.721693 1.978452 0.00 0.00 0.00 0.3515
H -2.132147 -1.495110 2.693922 0.00 0.01 0.00 0.3575
H -0.633439 -0.175914 1.203811 0.02 0.00 0.02 0.4651
H -0.692792 -3.345680 -1.650185 0.00 -0.01 0.02 0.4446
H -2.234454 -4.643443 -0.208966 0.00 0.00 0.00 0.3594
O 0.267554 -0.959630 -1.087460 0.00 0.05 0.05 -0.0332
C -0.032180 -0.908647 -2.434545 0.17 0.09 -0.08 -0.1355
O 0.801072 -0.665634 -3.247921 -0.17 -0.06 0.11 -0.5069
H -1.089694 -1.108030 -2.625689 0.00 -0.04 0.00 0.5388
F 2.828808 0.235334 0.368527 0.05 -0.02 -0.04 -0.1298
C 3.056545 -0.593046 1.554018 -0.04 0.02 0.04 -1.1156
F 1.731729 -0.769835 2.030087 0.01 0.00 0.01 -0.0908
C 3.344769 -1.943617 0.917731 0.05 -0.05 -0.02 1.0895
F 2.415927 -2.461998 0.059845 0.01 0.00 0.01 -0.2395
F 4.503264 -1.920276 0.218731 -0.04 -0.01 0.03 -0.2904
F 3.493284 -2.891031 1.882527 0.00 0.03 -0.04 -0.2974
```
Positions in Å, forces in eV/Å.

Values from the calculation:
E_tot = -1660.8299 a.u.
spin multiplicity = 2
ΔE to the lowest compared entry with this formula, charge and spin = 87.2 kcal/mol
⟨S²⟩ = 0.75
charge = -2